(1)
The following is a quantum chemistry calculation of a molecular structure, C39H36GeIN9NaS3, from the OMol25 dataset.

Cartesian coordinates (Å):
Na1 1.019 -0.106 0.973
C1 1.268 4.437 -2.822
N1 0.570 3.256 -2.363
C2 -0.873 3.278 -2.493
C3 1.103 2.381 -1.467
N2 0.504 1.430 -0.865
N3 2.513 2.451 -1.253
C4 2.936 3.233 -0.176
N4 4.006 2.658 0.477
N5 2.373 4.360 0.071
H1 0.968 4.628 -3.855
H2 2.341 4.272 -2.784
H3 1.044 5.310 -2.205
H4 -1.134 3.879 -3.363
H5 -1.358 3.708 -1.609
H6 -1.271 2.274 -2.651
H7 -0.491 1.363 -1.056
H8 2.855 1.496 -1.182
H9 3.876 1.676 0.739
H10 4.285 3.168 1.305
H11 2.733 4.747 0.938
S1 0.316 -3.189 2.141
C5 0.678 -4.075 0.751
S2 0.947 -2.897 -0.446
C6 0.727 -5.450 0.598
C7 0.493 -6.329 1.691
N6 0.316 -7.063 2.564
C8 1.027 -6.039 -0.662
N7 1.264 -6.534 -1.677
S3 4.599 1.149 4.269
C9 5.287 -0.257 3.580
C10 4.512 -0.750 2.572
C11 3.303 -0.020 2.275
C12 3.235 1.037 3.141
C13 2.206 2.083 3.179
C14 2.335 3.249 3.946
C15 1.337 4.204 3.904
C16 0.225 3.992 3.103
C17 0.173 2.811 2.380
N8 1.123 1.886 2.415
H12 6.214 -0.654 3.967
H13 4.804 -1.659 2.054
H14 3.214 3.400 4.560
H15 1.430 5.110 4.492
H16 -0.579 4.711 3.035
H17 -0.672 2.582 1.740
C18 -3.280 1.933 1.260
Ge1 -2.374 0.171 0.788
C19 -2.746 0.260 -1.231
C20 -3.766 1.030 -1.799
C21 -3.941 1.125 -3.175
C22 -3.093 0.438 -4.036
C23 -2.074 -0.339 -3.502
C24 -1.907 -0.416 -2.124
C25 -3.913 -1.071 1.257
C26 -4.990 -0.644 1.997
C27 -6.051 -1.506 2.364
C28 -6.044 -2.815 1.981
C29 -4.955 -3.323 1.227
C30 -4.908 -4.681 0.825
C31 -3.847 -5.169 0.117
C32 -2.774 -4.317 -0.219
C33 -2.798 -3.004 0.159
C34 -3.888 -2.455 0.882
H18 -4.342 1.987 1.000
H19 -2.767 2.741 0.727
H20 -3.183 2.132 2.331
H21 -4.447 1.573 -1.151
H22 -4.743 1.736 -3.578
H23 -3.225 0.509 -5.110
H24 -1.400 -0.881 -4.156
H25 -1.086 -1.011 -1.733
H26 -5.047 0.392 2.313
H27 -6.878 -1.116 2.948
H28 -6.857 -3.482 2.247
H29 -5.733 -5.331 1.102
H30 -3.818 -6.212 -0.175
H31 -1.920 -4.706 -0.760
H32 -1.951 -2.369 -0.071
I1 2.027 0.310 -4.321
C35 3.372 -0.722 -3.076
C36 4.369 -1.493 -3.658
C37 5.199 -2.200 -2.806
C38 5.002 -2.113 -1.437
C39 3.977 -1.311 -0.966
N9 3.174 -0.619 -1.782
H33 4.474 -1.542 -4.732
H34 5.986 -2.823 -3.212
H35 5.619 -2.661 -0.739
H36 3.768 -1.199 0.092

## Properties
⟨S²⟩: 0.756
gap between HOMO and LUMO (spin up / spin down): 5.176 / 4.937 eV
total charge: -2
E_tot: -155978.4820 eV
relative energy (zero: lowest compared OMol25 entry of this formula, charge and spin): 17.32 kcal/mol
multiplicity: 2

Here are the Mulliken charges for atoms 1 to 8, given in e: number 1, Na, carries 0.568; number 2, C, carries -1.190; number 3, N, carries 0.615; number 4, C, carries -0.894; number 5, C, carries -0.915; number 6, N, carries 1.129; number 7, N, carries 0.184; number 8, C, carries 0.518

(2)
The following is a quantum chemistry calculation of a molecular structure, C39H36N10O4Tl at a distorted geometry, from the OMol25 dataset.

Cartesian coordinates (Å):
Tl1 0.507 -0.078 0.160
C1 -1.765 7.940 -3.849
O1 -0.340 8.266 -3.529
C2 0.298 7.752 -2.428
C3 -0.282 7.582 -1.152
C4 0.549 7.342 -0.080
C5 1.910 7.157 -0.238
C6 2.431 7.240 -1.526
C7 1.649 7.500 -2.592
N1 2.615 6.633 0.854
N2 3.468 5.772 0.419
C8 3.763 4.515 0.550
C9 4.445 3.929 -0.624
C10 4.087 2.674 -1.003
C11 3.284 1.868 -0.104
O2 2.877 0.765 -0.451
C12 3.013 2.403 1.226
N3 2.760 1.454 2.172
C13 2.427 1.798 3.411
C14 2.437 3.139 3.762
C15 2.861 4.124 2.871
C16 3.265 3.717 1.618
H1 -1.835 8.138 -4.925
H2 -2.413 8.584 -3.255
H3 -1.929 6.869 -3.638
H4 -1.345 7.748 -0.949
H5 0.227 7.337 0.960
H6 3.483 7.292 -1.619
H7 2.048 7.418 -3.605
H8 4.780 4.730 -1.296
H9 4.476 2.120 -1.830
H10 2.161 1.094 4.132
H11 2.221 3.459 4.792
H12 2.911 5.113 3.184
C17 -5.534 3.656 -1.643
C18 -4.447 3.292 -2.511
C19 -3.874 2.055 -2.454
C20 -4.452 1.123 -1.523
C21 -5.353 1.545 -0.499
C22 -5.981 2.757 -0.670
N4 -4.139 -0.208 -1.738
N5 -4.917 -1.063 -1.176
C23 -4.794 -2.373 -1.607
C24 -5.423 -3.393 -0.750
C25 -5.450 -4.694 -1.189
C26 -4.649 -5.017 -2.354
C27 -3.868 -4.070 -2.918
N6 -3.967 -2.743 -2.598
H13 -5.986 4.669 -1.722
H14 -4.059 3.978 -3.189
H15 -2.981 1.847 -3.001
H16 -5.654 0.718 0.150
H17 -6.848 3.022 -0.077
H18 -5.845 -3.011 0.231
H19 -5.910 -5.474 -0.598
H20 -4.814 -5.969 -2.815
H21 -3.153 -4.286 -3.728
N7 -1.075 -1.474 -1.908
N8 -1.388 -0.434 -2.740
C28 -0.666 0.747 -2.679
O3 -1.057 1.680 -3.396
O4 0.474 0.658 -2.069
H22 -0.179 -1.919 -2.212
H23 -1.865 -2.103 -1.798
H24 -2.241 -0.422 -3.316
C29 0.273 -2.806 6.794
C30 -1.136 -2.689 6.790
C31 -1.889 -3.799 6.451
N9 -1.279 -4.897 5.983
C32 0.039 -5.085 6.066
C33 0.894 -4.023 6.491
H25 0.880 -1.910 6.946
H26 -1.630 -1.718 6.906
H27 -2.981 -3.847 6.614
H28 0.348 -6.075 5.826
H29 1.965 -4.120 6.583
C34 4.983 -9.192 1.451
C35 4.719 -8.547 0.097
C36 3.632 -8.916 -0.719
C37 3.247 -8.175 -1.800
N10 3.968 -7.099 -2.194
C38 5.068 -6.807 -1.575
C39 5.491 -7.444 -0.424
H30 4.188 -9.054 2.102
H31 5.894 -8.780 1.864
H32 5.031 -10.289 1.381
H33 3.057 -9.837 -0.436
H34 2.292 -8.354 -2.284
H35 5.675 -5.983 -1.971
H36 6.327 -7.039 0.141

## Properties
gap between HOMO and LUMO (spin up / spin down): 6.623 / 3.471 eV
total charge: +1
E_tot: -68796.7638 eV
relative energy (zero: lowest compared OMol25 entry of this formula, charge and spin): 51.67 kcal/mol
multiplicity: 1

Here are the Mulliken charges for atoms 1 to 8, given in e: number 1, Tl, carries 0.731; number 2, C, carries -0.623; number 3, O, carries -0.413; number 4, C, carries 0.635; number 5, C, carries -0.456; number 6, C, carries -0.440; number 7, C, carries -0.018; number 8, C, carries -0.085

(3)
The following is a quantum chemistry calculation of a molecular structure, C39H37AgN5O3SSe, from the OMol25 dataset.

Cartesian coordinates (Å):
Ag1 -0.126 0.010 0.003
S1 4.500 1.788 -0.239
C1 4.835 0.102 -0.006
C2 6.058 -0.543 0.117
C3 6.058 -1.916 0.295
C4 4.858 -2.628 0.363
C5 3.641 -1.985 0.251
C6 3.618 -0.606 0.050
N1 2.495 0.169 -0.094
C7 2.755 1.419 -0.244
C8 1.753 2.472 -0.405
C9 2.169 3.810 -0.358
C10 1.253 4.835 -0.488
C11 -0.084 4.510 -0.689
C12 -0.485 3.181 -0.706
C13 0.393 2.093 -0.563
H1 6.984 0.016 0.076
H2 7.001 -2.442 0.384
H3 4.887 -3.700 0.513
H4 2.699 -2.510 0.339
H5 3.218 4.040 -0.199
H6 1.571 5.869 -0.432
H7 -0.815 5.300 -0.830
H8 -1.543 2.979 -0.856
Se1 -0.524 -0.822 3.547
N2 0.029 0.466 2.485
C14 0.271 1.536 3.246
C15 0.729 2.785 2.760
C16 0.978 3.789 3.650
C17 0.790 3.606 5.044
C18 0.336 2.422 5.550
C19 0.042 1.358 4.660
N3 -0.451 0.174 5.005
H9 0.865 2.918 1.696
H10 1.318 4.749 3.282
H11 1.007 4.428 5.715
H12 0.193 2.278 6.614
C20 -5.778 4.497 2.548
C21 -5.698 3.270 3.453
N4 -4.821 2.240 2.908
C22 -3.528 2.053 3.556
C23 -2.633 3.281 3.467
C24 -5.351 1.434 1.952
O1 -6.520 1.540 1.595
C25 -4.471 0.418 1.290
C26 -4.866 -0.914 1.249
C27 -4.137 -1.796 0.473
C28 -3.075 -1.310 -0.274
N5 -2.673 -0.038 -0.233
C29 -3.358 0.796 0.547
H13 -6.457 5.237 2.974
H14 -6.157 4.197 1.572
H15 -4.797 4.954 2.416
H16 -6.695 2.841 3.552
H17 -5.328 3.541 4.443
H18 -3.024 1.200 3.108
H19 -3.705 1.815 4.612
H20 -2.379 3.508 2.430
H21 -1.708 3.090 4.008
H22 -3.111 4.154 3.913
H23 -5.734 -1.239 1.809
H24 -4.400 -2.844 0.424
H25 -2.520 -1.958 -0.937
H26 -3.018 1.828 0.548
C30 -0.743 -8.697 -1.198
C31 -0.466 -7.288 -0.741
C32 -0.661 -6.906 0.575
C33 -0.428 -5.601 1.004
C34 -0.650 -5.278 2.458
C35 -0.001 -4.642 0.077
C36 0.228 -5.019 -1.256
C37 0.757 -4.053 -2.285
C38 -0.009 -6.333 -1.640
C39 0.153 -3.187 0.510
O2 0.737 -2.967 1.591
O3 -0.308 -2.326 -0.273
H27 -0.908 -9.358 -0.348
H28 0.093 -9.084 -1.782
H29 -1.632 -8.727 -1.833
H30 -1.008 -7.642 1.295
H31 -1.063 -6.141 2.982
H32 -1.331 -4.434 2.579
H33 0.289 -4.991 2.931
H34 1.759 -3.714 -2.015
H35 0.131 -3.167 -2.342
H36 0.806 -4.526 -3.266
H37 0.159 -6.621 -2.673

## Properties
gap between HOMO and LUMO: 5.726 eV
total charge: -1
E_tot: -134820.1288 eV
multiplicity: 1

Here are the Mulliken charges for atoms 1 to 8, given in e: number 1, Ag, carries 0.451; number 2, S, carries -0.460; number 3, C, carries 0.818; number 4, C, carries -0.682; number 5, C, carries -0.338; number 6, C, carries -0.928; number 7, C, carries 0.223; number 8, C, carries -1.341

(4)
The following is a quantum chemistry calculation of a molecular structure, C39H37BCl3FN9O4Y, from the OMol25 dataset.

Cartesian coordinates (Å):
Y1 -0.064 -0.318 -0.141
C1 -3.905 -2.062 1.782
C2 -2.974 -2.346 0.776
N1 -1.742 -2.052 1.172
N2 -1.853 -1.577 2.434
C3 -3.135 -1.581 2.824
B1 -0.610 -1.154 3.264
N3 -0.372 0.377 3.150
C4 -0.671 1.305 4.070
C5 -0.387 2.551 3.543
C6 0.099 2.273 2.261
N4 0.104 0.965 2.034
N5 0.604 -1.927 2.756
C7 1.166 -2.996 3.342
C8 2.093 -3.536 2.480
C9 2.029 -2.717 1.349
N6 1.128 -1.754 1.516
H1 -4.970 -2.217 1.766
H2 -3.134 -2.737 -0.216
H3 -3.406 -1.257 3.816
H4 -0.802 -1.400 4.429
H5 -1.044 1.007 5.036
H6 -0.483 3.509 4.024
H7 0.437 2.950 1.493
H8 0.861 -3.285 4.334
H9 2.730 -4.389 2.639
H10 2.594 -2.776 0.434
Cl1 2.740 6.012 -3.565
C10 1.801 4.736 -2.830
C11 2.405 3.858 -1.947
C12 1.645 2.856 -1.379
Cl2 2.392 1.797 -0.217
C13 0.269 2.648 -1.651
O1 -0.426 1.714 -1.115
C14 -0.275 3.605 -2.538
Cl3 -1.986 3.507 -2.887
C15 0.456 4.619 -3.125
H11 3.453 3.953 -1.701
H12 -0.021 5.308 -3.807
F1 -4.221 4.417 3.018
C16 -4.394 3.876 1.786
C17 -3.692 2.761 1.425
C18 -3.915 2.194 0.172
C19 -3.077 1.041 -0.227
O2 -2.196 0.681 0.552
C20 -3.378 0.473 -1.511
C21 -4.332 1.058 -2.271
N7 -5.028 2.183 -1.950
C22 -5.944 2.758 -2.901
C23 -5.512 2.844 -4.331
C24 -5.604 4.094 -3.506
C25 -4.843 2.762 -0.707
C26 -5.526 3.922 -0.323
C27 -5.295 4.488 0.914
N8 -5.979 5.699 1.254
C28 -7.314 5.584 1.811
C29 -8.120 6.818 1.344
N9 -7.132 7.798 0.776
C30 -6.028 8.066 1.756
C31 -5.228 6.751 1.918
C32 -2.653 -0.710 -2.136
O3 -3.161 -1.221 -3.128
O4 -1.573 -1.057 -1.564
H13 -2.956 2.313 2.083
H14 -4.549 0.621 -3.237
H15 -6.989 2.546 -2.706
H16 -6.264 2.661 -5.084
H17 -4.520 2.491 -4.574
H18 -6.416 4.784 -3.698
H19 -4.669 4.542 -3.196
H20 -6.209 4.409 -1.005
H21 -7.298 5.536 2.907
H22 -7.785 4.676 1.443
H23 -8.640 7.321 2.157
H24 -8.829 6.587 0.551
H25 -7.585 8.653 0.461
H26 -6.696 7.323 -0.022
H27 -6.507 8.382 2.681
H28 -5.425 8.885 1.371
H29 -5.073 6.565 2.984
H30 -4.251 6.836 1.445
C33 1.381 -0.802 -2.081
C34 2.153 -2.040 -1.975
C35 1.534 -3.304 -2.027
C36 2.249 -4.473 -1.829
C37 3.619 -4.443 -1.584
C38 4.257 -3.208 -1.557
C39 3.542 -2.036 -1.746
H31 0.567 -0.899 -2.803
H32 2.018 0.038 -2.367
H33 0.466 -3.350 -2.216
H34 1.729 -5.424 -1.866
H35 4.176 -5.359 -1.432
H36 5.327 -3.156 -1.382
H37 4.058 -1.082 -1.718

## Properties
gap between HOMO and LUMO: 3.531 eV
total charge: 0
E_tot: -104652.9755 eV
relative energy (zero: lowest compared OMol25 entry of this formula, charge and spin): 12.77 kcal/mol
multiplicity: 1

Here are the Mulliken charges for atoms 1 to 8, given in e: number 1, Y, carries 0.394; number 2, C, carries -1.322; number 3, C, carries -0.371; number 4, N, carries -0.528; number 5, N, carries 0.610; number 6, C, carries -0.096; number 7, B, carries 0.138; number 8, N, carries 0.337

(5)
The following is a quantum chemistry calculation of a molecular structure, C39H37BrClIN3O5S2Sn, from the OMol25 dataset.

Cartesian coordinates (Å):
Sn1 0.858 0.161 -0.671
C1 0.832 -2.088 -3.127
C2 2.269 -1.779 -2.828
C3 3.289 -2.339 -3.618
C4 4.594 -2.061 -3.335
C5 4.919 -1.216 -2.254
C6 6.254 -0.902 -1.921
C7 6.510 -0.079 -0.862
C8 5.452 0.460 -0.111
C9 4.135 0.185 -0.411
S1 2.870 0.899 0.579
C10 3.853 -0.675 -1.501
N1 2.550 -0.978 -1.810
H1 0.759 -2.839 -3.909
H2 0.307 -1.192 -3.471
H3 0.325 -2.449 -2.231
H4 3.018 -2.987 -4.439
H5 5.393 -2.486 -3.930
H6 7.056 -1.323 -2.513
H7 7.527 0.168 -0.591
H8 5.672 1.111 0.725
O1 1.328 1.850 5.673
C11 0.530 2.716 5.064
O2 0.284 3.792 5.533
C12 -0.002 2.340 3.714
C13 -0.845 3.151 2.971
Cl1 -1.488 4.681 3.274
N2 -1.128 2.500 1.817
N3 -0.507 1.321 1.746
C14 0.166 1.206 2.887
C15 0.884 -0.063 3.151
O3 1.454 -0.335 4.174
O4 0.788 -0.889 2.099
C16 -2.057 2.859 0.781
C17 -1.610 2.961 -0.523
C18 -2.532 3.201 -1.532
C19 -3.876 3.351 -1.223
C20 -4.309 3.264 0.093
C21 -3.398 3.005 1.105
H9 1.464 1.018 5.165
H10 -0.553 2.858 -0.739
H11 -2.199 3.275 -2.559
H12 -4.590 3.543 -2.014
H13 -5.356 3.391 0.333
H14 -3.715 2.921 2.135
C22 -1.962 -4.695 0.623
C23 -3.198 -4.086 -0.028
C24 -2.902 -3.084 -1.135
S2 -2.087 -1.518 -0.750
O5 -0.720 -1.840 -0.184
C25 -3.096 -0.883 0.625
C26 -2.652 -1.335 2.011
C27 -3.263 -0.465 3.104
H15 -2.251 -5.388 1.413
H16 -1.311 -3.933 1.050
H17 -1.374 -5.254 -0.107
H18 -3.845 -3.617 0.716
H19 -3.805 -4.874 -0.482
H20 -3.822 -2.764 -1.634
H21 -2.260 -3.516 -1.908
H22 -4.131 -1.143 0.392
H23 -3.003 0.204 0.547
H24 -1.564 -1.276 2.043
H25 -2.917 -2.379 2.180
H26 -2.936 0.570 3.002
H27 -2.964 -0.813 4.093
H28 -4.354 -0.477 3.067
C28 1.914 -4.883 2.378
C29 2.580 -4.032 1.509
C30 2.233 -2.689 1.443
C31 1.211 -2.229 2.247
C32 0.539 -3.055 3.125
C33 0.899 -4.392 3.187
H29 2.190 -5.927 2.433
H30 3.382 -4.407 0.887
H31 2.763 -2.002 0.799
H32 -0.250 -2.659 3.751
H33 0.387 -5.052 3.874
Br1 0.616 5.997 -0.974
C34 0.015 5.328 -2.634
C35 -0.998 6.025 -3.282
C36 -1.485 5.577 -4.497
C37 -0.959 4.429 -5.076
C38 0.060 3.739 -4.440
C39 0.551 4.183 -3.217
I1 2.103 3.117 -2.307
H34 -1.397 6.920 -2.824
H35 -2.269 6.130 -4.995
H36 -1.332 4.076 -6.028
H37 0.489 2.859 -4.898

## Properties
gap between HOMO and LUMO: 7.375 eV
total charge: +1
E_tot: -173915.7673 eV
relative energy (zero: lowest compared OMol25 entry of this formula, charge and spin): 0.00 kcal/mol
multiplicity: 1

Here are the Mulliken charges for atoms 1 to 8, given in e: number 1, Sn, carries 0.646; number 2, C, carries -1.153; number 3, C, carries 1.003; number 4, C, carries -1.007; number 5, C, carries -0.765; number 6, C, carries 0.703; number 7, C, carries -0.930; number 8, C, carries -0.753